Record 1
Molecular formula: C5H11N
Method: DFT, wB97M-V/def2-TZVPD

Last column: Löwdin charge in e.
Atoms and positions in Å:
C: -0.3912 -0.2028 1.8162  0.012
C: 0.0254 0.7028 0.9228  -0.474
N: 1.1041 1.5307 1.0897  0.073
C: -0.6259 0.7894 -0.4508  -0.205
C: -0.8126 -0.4765 -1.2309  -0.263
C: 0.5103 -1.2210 -1.2640  -0.118
H: -1.3535 -0.7638 1.7481  0.070
H: 0.1654 -0.4515 2.7241  0.051
H: 1.9004 1.5478 0.3929  0.122
H: 1.4828 1.5038 2.0277  0.082
H: -0.3410 1.4950 -1.1710  0.090
H: -1.6446 1.1861 -0.1140  0.136
H: -1.3637 -0.2528 -2.1553  0.107
H: -1.5256 -1.2393 -0.6944  0.128
H: 0.5323 -2.0333 -0.5397  0.076
H: 1.4940 -0.7622 -0.8992  0.096
H: 0.8435 -1.3525 -2.2020  0.017

Calculated values
Relative energy (zero: lowest compared OMol25 entry of this formula, charge and spin) = 181.7 kJ/mol
DFT total energy = -251.7933 Eh
Kohn-Sham gap = 9.2 eV
SMILES = C=C(N)CCC

Record 2
Molecular formula: C15H24N4O2S
Method: DFT, wB97M-V/def2-TZVPD

Last column: Löwdin charge in e.
Atoms and positions in Å:
C: -5.4471 -0.4851 -0.3042  -0.106
C: -4.6194 -1.3596 -1.2391  -0.269
C: -3.8674 -2.4789 -0.5159  -0.224
C: -2.9321 -2.0071 0.5978  -0.215
C: -1.8319 -1.0743 0.1022  -0.172
C: -0.9078 -0.6708 1.2517  -0.146
N: 0.1056 0.2492 0.8096  -0.022
C: 1.3804 -0.0191 0.4576  -0.603
S: 2.0538 -1.6100 0.5479  0.994
C: 3.7658 -1.2065 0.0518  -0.484
C: 4.6104 -2.4681 0.0106  -0.337
C: 6.0411 -2.1441 -0.4024  -0.111
N: 2.0526 1.0493 0.0504  0.149
C: 1.1626 2.0604 0.1334  -0.219
C: -0.0646 1.6027 0.5955  -0.070
C: -1.1845 2.4723 0.7723  -0.406
O: -2.3046 2.2054 1.1564  0.071
N: -0.8272 3.7766 0.4219  0.208
C: 0.3756 4.2826 -0.0361  -0.474
O: 0.5099 5.4573 -0.2918  0.076
N: 1.3941 3.3650 -0.1790  0.006
C: 2.6941 3.7829 -0.6531  -0.005
H: -4.8101 0.1208 0.3344  0.063
H: -6.0777 0.1872 -0.8816  0.070
H: -6.0885 -1.0997 0.3241  0.075
H: -5.2824 -1.8228 -1.9742  0.103
H: -3.9142 -0.7348 -1.7899  0.099
H: -3.2881 -3.0424 -1.2518  0.108
H: -4.5977 -3.1639 -0.0782  0.109
H: -3.5105 -1.4968 1.3684  0.110
H: -2.4715 -2.8855 1.0573  0.114
H: -2.2745 -0.1675 -0.3104  0.106
H: -1.2480 -1.5656 -0.6797  0.124
H: -1.4947 -0.1740 2.0285  0.136
H: -0.4077 -1.5479 1.6718  0.106
H: 3.7057 -0.7264 -0.9238  0.080
H: 4.1457 -0.4895 0.7782  0.083
H: 4.1718 -3.1746 -0.6971  0.103
H: 4.6073 -2.9387 0.9959  0.103
H: 6.6390 -3.0512 -0.4316  0.071
H: 6.0598 -1.6868 -1.3889  0.075
H: 6.4960 -1.4540 0.3044  0.074
H: -1.5598 4.4715 0.5164  0.168
H: 3.4519 3.5428 0.0924  0.095
H: 2.9335 3.2627 -1.5805  0.095
H: 2.6554 4.8570 -0.8217  0.089

Calculated values
Relative energy (zero: lowest compared OMol25 entry of this formula, charge and spin) = 0.0 kJ/mol
DFT total energy = -1353.7552 Eh
Kohn-Sham gap = 8.6 eV
SMILES = CCCCCCn1c(SCCC)nc2c1c(=O)[nH]c(=O)n2C